# 1
{"formula": "C2H7N3S", "method": "ωB97M-V with the def2-TZVPD basis set", "species": ["C", "H", "H", "N", "C", "H", "N", "H", "N", "H", "S", "H", "H"], "coordinates": [[0.84, 0.71, 2.10], [1.04, -0.65, -2.07], [-2.18, -1.48, -2.98], [-0.94, -0.36, -1.40], [0.44, -0.35, -1.20], [1.54, -0.03, 2.50], [1.02, -0.07, -0.10], [0.13, 0.98, 2.89], [0.13, 0.26, 0.94], [-0.43, -0.57, 1.16], [-1.55, -0.29, -2.97], [1.39, 1.63, 1.84], [-1.42, 0.23, -0.71]], "mulliken_charge": [-0.746, 0.363, 0.134, -0.323, 0.021, 0.294, -0.486, 0.307, -0.263, 0.260, -0.165, 0.246, 0.358], "max_force_ev_per_a": 1.003, "lumo_energy_ev": 0.851, "total_energy_ev": -17491.4514, "total_charge": 0, "homo_energy_ha": -0.3075, "relative_energy_ev": 1.460, "homo_lumo_gap_ev": 9.22, "smiles": "CN/N=C\\NS"}

=====

# 2
{"formula": "C9H12N", "method": "ωB97M-V with the def2-TZVPD basis set", "species": ["H", "H", "H", "C", "H", "H", "H", "N", "H", "H", "C", "C", "C", "H", "H", "C", "C", "H", "C", "H", "C", "C"], "coordinates": [[0.44, 2.57, -1.86], [-0.83, -0.41, 2.17], [-1.17, 1.27, 1.73], [-0.32, 0.57, 1.98], [0.49, -2.69, -0.59], [0.20, 0.97, 2.90], [2.67, -0.67, 1.60], [0.65, 0.40, 0.82], [0.24, -1.09, -2.32], [0.87, 2.45, 0.81], [1.00, 1.58, 0.04], [0.83, -1.02, 0.26], [-1.55, 0.04, -1.52], [2.12, 1.63, -0.04], [-2.60, -0.11, -1.75], [-0.20, -1.83, -0.42], [-0.94, 1.14, -1.43], [-1.37, -1.94, -2.36], [1.73, -0.61, 1.08], [-0.88, -1.94, 0.36], [0.14, 1.79, -1.10], [-0.73, -1.22, -1.78]], "mulliken_charge": [0.348, 0.338, 0.333, -0.833, 0.308, 0.322, 0.405, 0.205, 0.407, 0.356, -0.655, 0.278, -0.520, 0.433, 0.421, -0.569, 0.107, 0.348, -0.450, 0.432, -0.450, -0.564], "max_force_ev_per_a": 4.413, "lumo_energy_ev": -3.311, "total_energy_ev": -11005.3442, "total_charge": 1, "homo_energy_ha": -0.4759, "relative_energy_ev": 4.517, "homo_lumo_gap_ev": 9.64, "smiles": "C[N@@+]12C=C1CCC=C=CC2"}